Molecular formula: C32H36BCl5N12OSb2Ti
Method: DFT, ωB97M-V with the def2-TZVPD basis set

Summary:
Total energy = -153156.5948 eV
E_HOMO (alpha / beta) = -0.5565 / -0.5547 Ha
Spin multiplicity = 2
E_LUMO (alpha / beta) = -0.3409 / -0.3617 Ha
Total charge = +3
Frontier orbital gap (alpha / beta) = 5.9 / 5.3 eV
<S²> = 0.77

```
90
Properties=species:S:1:pos:R:3:lowdin_charge:R:1
Ti -1.7363 0.8123 -0.5373 1.06
C -3.3289 4.1168 -2.8296 0.01
C -3.3226 2.7747 -2.4917 -0.12
N -2.2530 2.4958 -1.7306 -0.08
N -1.5530 3.6509 -1.5889 0.04
C -2.1920 4.6360 -2.2326 0.00
B -0.2260 3.6489 -0.7846 -0.65
N -0.6266 3.3703 0.6849 0.05
C -0.5437 4.0617 1.8230 0.00
C -1.1985 3.3516 2.8258 0.01
C -1.6656 2.2095 2.2110 -0.10
N -1.3204 2.2240 0.9040 -0.08
N 0.6087 2.3968 -1.2612 0.05
C 1.8080 2.3878 -1.8412 0.01
C 2.1531 1.0752 -2.1529 0.00
C 1.0854 0.3135 -1.7277 -0.10
N 0.1521 1.1215 -1.1822 -0.09
N 0.5840 4.8799 -0.9715 -0.02
C 0.8852 5.5664 -2.1176 -0.08
C 1.9577 6.3670 -1.8539 -0.03
C 2.2791 6.0961 -0.5045 -0.11
N 1.4707 5.1972 0.0168 0.07
H -4.0510 4.6452 -3.4275 0.12
H -4.0258 2.0007 -2.7499 0.10
H -1.8089 5.6430 -2.2242 0.14
H -0.0081 4.9958 1.8483 0.13
H -1.3119 3.6416 3.8561 0.13
H -2.2235 1.3817 2.6188 0.13
H 2.3494 3.3090 -1.9944 0.14
H 3.0547 0.7390 -2.6343 0.12
H 0.9271 -0.7532 -1.7624 0.10
H 0.3323 5.4272 -3.0327 0.13
H 2.4357 7.0599 -2.5247 0.11
H 3.0606 6.5303 0.0993 0.12
C 2.5579 1.4626 1.9199 -0.31
Sb 1.4262 -0.3552 2.0548 1.31
C 0.6504 -0.0187 4.0225 -0.31
C 3.1038 -1.5740 2.9138 -0.28
C 4.2079 -1.8831 2.0130 -0.22
C 5.2174 -0.9302 1.8180 -0.03
C 6.3138 -1.1999 1.0371 0.01
C 6.4596 -2.4620 0.4037 -0.01
C 5.4991 -3.4126 0.5598 -0.03
C 4.3411 -3.1685 1.3461 -0.24
C 3.3442 -4.1897 1.4329 -0.24
Sb 1.9234 -4.0236 -0.3541 1.33
C 3.2744 -4.9197 -1.7475 -0.34
C 0.9273 -5.8262 0.2254 -0.33
H 3.0763 1.6780 2.8537 0.02
H 1.8822 2.2925 1.7022 -0.01
H 3.2779 1.3963 1.1043 0.00
H 1.4535 0.1844 4.7293 0.02
H 0.0877 -0.8901 4.3551 0.01
H -0.0167 0.8421 4.0065 -0.02
H 2.6199 -2.4434 3.3509 0.06
H 3.4253 -0.9040 3.7113 0.08
H 5.1445 0.0186 2.3341 0.12
H 7.0929 -0.4577 0.9205 0.13
H 7.3445 -2.6637 -0.1847 0.13
H 5.6136 -4.3858 0.0995 0.12
H 2.6592 -4.1410 2.2737 0.06
H 3.7265 -5.1956 1.2678 0.09
H 3.5773 -5.9166 -1.4320 0.02
H 4.1512 -4.2874 -1.8816 0.00
H 2.7670 -4.9956 -2.7098 0.01
H 1.6427 -6.6293 0.3930 0.02
H 0.2477 -6.1252 -0.5730 0.01
H 0.3437 -5.6596 1.1298 0.00
Cl -7.0722 -2.7091 2.9147 0.78
C -5.6370 -2.0628 2.2629 -0.69
C -4.4133 -2.7170 2.4646 -0.68
Cl -4.3542 -4.1613 3.3659 0.77
C -3.2400 -2.1941 1.9249 -0.60
Cl -1.7226 -2.9604 2.1363 0.74
C -3.2882 -1.0120 1.1898 -0.41
O -2.1769 -0.4785 0.6509 -0.27
C -4.5060 -0.3732 1.0002 -0.56
Cl -4.4543 1.0955 0.0720 0.84
C -5.6860 -0.8795 1.5217 -0.70
Cl -7.1614 -0.0669 1.2351 0.76
N -5.2014 -2.6483 -4.9596 0.23
C -4.8250 -1.9667 -3.8928 -0.44
N -5.7073 -1.6726 -2.9367 0.23
N -3.5331 -1.5956 -3.8437 0.17
C -2.9991 -0.9242 -2.9168 -0.26
N -2.3701 -0.3170 -2.1311 0.08
H -6.1439 -2.9769 -5.0925 0.14
H -4.5218 -2.8358 -5.6795 0.14
H -6.6721 -1.9544 -3.0053 0.14
H -5.4259 -1.1796 -2.1073 0.10
```

Molecular formula: C20H16N4O3Ti
Method: DFT, ωB97M-V with the def2-TZVPD basis set

Summary:
Total energy = -56214.9890 eV
E_HOMO (alpha / beta) = -0.4281 / -0.4277 Ha
Spin multiplicity = 2
E_LUMO (alpha / beta) = -0.1608 / -0.1577 Ha
Total charge = +1
Frontier orbital gap (alpha / beta) = 7.3 / 7.3 eV
<S²> = 0.75

```
44
Properties=species:S:1:pos:R:3:lowdin_charge:R:1
Ti 1.0493 0.2046 0.0507 1.29
C -1.5291 3.6771 -0.6259 0.02
C -0.4181 2.7400 -0.3103 -0.21
N -0.5126 1.4631 -0.3913 -0.07
N -1.7172 0.8338 -0.5669 0.11
C -1.6804 -0.2538 0.1574 -0.39
O -0.5987 -0.5660 0.8569 -0.17
C -2.8370 -1.1525 0.2152 -0.16
C -3.9293 -0.9582 -0.6302 -0.02
C -5.0084 -1.8207 -0.5695 -0.06
C -5.0092 -2.8760 0.3345 -0.06
C -3.9248 -3.0701 1.1801 -0.06
C -2.8395 -2.2132 1.1201 -0.03
C 0.8570 3.1902 0.2630 -0.20
C 1.2605 4.5133 0.2789 0.03
C 2.4357 4.8495 0.9336 -0.01
C 3.1716 3.8548 1.5537 -0.01
C 2.7148 2.5508 1.4821 -0.07
N 1.5829 2.2216 0.8635 0.02
H -2.4158 3.1220 -0.9132 0.08
H -1.2334 4.3317 -1.4487 0.10
H -1.7487 4.3044 0.2393 0.11
H -3.9173 -0.1334 -1.3292 0.11
H -5.8532 -1.6706 -1.2280 0.11
H -5.8570 -3.5463 0.3813 0.11
H -3.9290 -3.8872 1.8887 0.11
H -1.9929 -2.3493 1.7796 0.11
H 0.6646 5.2672 -0.2152 0.13
H 2.7752 5.8759 0.9606 0.13
H 4.0894 4.0777 2.0774 0.12
H 3.2802 1.7437 1.9312 0.13
O 4.5806 -0.2362 -0.7350 0.13
C 3.4131 -0.4225 -0.9605 -0.57
O 2.5005 0.4878 -1.2461 -0.13
C 2.8239 -1.8214 -0.8705 -0.19
C 3.6270 -2.9417 -0.8682 0.04
C 2.9894 -4.1732 -0.7965 -0.01
C 1.6032 -4.2194 -0.6766 -0.02
C 0.8848 -3.0383 -0.6102 -0.07
N 1.4922 -1.8544 -0.7269 0.02
H 4.6990 -2.8288 -0.9328 0.13
H 3.5618 -5.0906 -0.8240 0.12
H 1.0817 -5.1636 -0.6138 0.12
H -0.1868 -3.0216 -0.4584 0.12
```

Molecular formula: C3H10NO4
Method: DFT, ωB97M-V with the def2-TZVPD basis set

Summary:
Total energy = -12950.1169 eV
E_HOMO (alpha / beta) = -0.3700 / -0.3674 Ha
Spin multiplicity = 2
E_LUMO (alpha / beta) = 0.0140 / -0.1403 Ha
Frontier orbital gap (alpha / beta) = 10.4 / 6.2 eV
<S²> = 0.76

```
18
Properties=species:S:1:pos:R:3:lowdin_charge:R:1
C 0.1791 1.3448 -0.3021 -0.24
C 0.3525 -0.0343 -1.0917 -0.06
C -0.2551 -1.3624 -0.4612 -0.61
O -0.5012 -1.5375 0.7162 0.08
O -0.2937 -2.2000 -1.3936 0.26
N 0.3334 1.4748 1.1014 0.01
H 0.8917 1.9535 -0.8541 0.12
H -0.8976 1.5902 -0.5265 0.10
H 0.3054 0.0042 -2.1790 0.11
H 1.4186 -0.2197 -1.2527 0.11
H 1.2083 1.6202 1.5791 0.07
H -0.0263 0.7399 1.7281 0.09
H -2.4033 0.8447 -1.0412 0.01
H -3.1169 -0.3385 -0.4056 0.04
O -3.2558 0.5912 -0.6345 -0.05
H 1.6787 -1.9349 1.1960 0.01
H 2.0142 -0.8277 1.9823 0.01
O 2.3680 -1.7084 1.8393 -0.05
```